Entry 1:
C18H22ClN3O6S | ωB97M-V/def2-TZVPD

- SMILES string = CCN(CC)S(=O)(=O)c1ccc(Cl)c(NC(=O)COC(=O)c2c(C)noc2C)c1
- calculated total energy (eV) = -59135.649
- LUMO energy (eV) = 0.31
- HOMO level (eV) = -9.31
- ΔE to the lowest compared entry with this formula, charge and spin (kJ/mol) = 0.0
- Kohn-Sham gap (eV) = 9.6

ORCA input file:
```
! RIJCOSX wB97M-V def2-TZVPD def2/J DEFGRID3
* xyz 0 1
C 0.925 -0.868 2.527
C -0.419 -1.017 3.239
N -0.788 0.099 4.079
C 0.108 0.547 5.119
C 0.317 -0.517 6.192
S -1.804 1.229 3.428
O -2.234 2.090 4.489
O -2.785 0.545 2.643
C -0.786 2.218 2.314
C -0.107 3.311 2.814
C 0.688 4.059 1.960
C 0.793 3.693 0.630
Cl 1.784 4.645 -0.429
C 0.110 2.581 0.118
N 0.246 2.275 -1.232
C -0.146 1.141 -1.879
O -0.668 0.184 -1.364
C 0.152 1.207 -3.383
O -0.251 -0.003 -3.983
C 0.703 -0.951 -4.133
O 1.879 -0.738 -3.968
C 0.111 -2.224 -4.518
C 0.749 -3.335 -5.158
C 2.140 -3.407 -5.654
N -0.096 -4.319 -5.276
O -1.277 -3.922 -4.724
C -1.170 -2.674 -4.272
C -2.329 -2.048 -3.602
C -0.691 1.846 0.989
H 0.967 0.063 1.966
H 1.053 -1.693 1.832
H 1.749 -0.888 3.237
H -1.225 -1.106 2.510
H -0.412 -1.924 3.851
H -0.378 1.417 5.562
H 1.077 0.859 4.703
H -0.644 -0.863 6.560
H 0.878 -0.091 7.020
H 0.871 -1.366 5.801
H -0.226 3.580 3.850
H 1.222 4.924 2.321
H 0.762 2.972 -1.758
H 1.226 1.361 -3.548
H -0.425 2.011 -3.847
H 2.385 -4.432 -5.916
H 2.250 -2.775 -6.534
H 2.820 -3.036 -4.891
H -1.993 -1.480 -2.736
H -3.036 -2.817 -3.300
H -2.824 -1.357 -4.282
H -1.251 0.996 0.635
*
```

Atom charges from the natural (NBO) analysis, given in e for atoms 1 to 4: C -0.6317; C -0.2303; N -0.6814; C -0.2304

Entry 2:
C25H37Cl2N6O8RbS | ωB97M-V/def2-TZVPD

- calculated total energy (eV) = -88381.864
- LUMO energy (eV) = -0.08
- HOMO level (eV) = -7.58
- ΔE to the lowest compared entry with this formula, charge and spin (kJ/mol) = 46.1
- Kohn-Sham gap (eV) = 7.5

ORCA input file:
```
! RIJCOSX wB97M-V def2-TZVPD def2/J DEFGRID3
* xyz 0 1
Rb -0.714 0.215 -1.160
C 2.785 -4.793 -1.583
N 2.592 -3.359 -1.450
C 3.391 -2.477 -2.289
C 1.612 -2.831 -0.686
O 1.376 -1.634 -0.633
C 0.791 -3.823 0.146
O -0.254 -3.191 0.836
C 0.183 -2.400 1.930
C -0.947 -1.437 2.273
O -0.955 -0.318 1.776
N -1.894 -1.858 3.140
C -2.926 -0.932 3.573
C -2.002 -3.230 3.606
H 3.650 -4.963 -2.218
H 1.927 -5.282 -2.051
H 2.980 -5.270 -0.621
H 3.103 -2.570 -3.338
H 4.447 -2.727 -2.184
H 3.227 -1.452 -1.971
H 1.453 -4.366 0.834
H 0.330 -4.559 -0.514
H 1.031 -1.777 1.650
H 0.458 -3.042 2.775
H -2.629 0.079 3.305
H -3.052 -1.009 4.654
H -3.882 -1.162 3.095
H -1.538 -3.368 4.586
H -1.561 -3.918 2.890
H -3.059 -3.484 3.691
O 1.041 0.236 -3.260
C 2.143 0.684 -3.510
C 2.880 1.703 -2.775
C 4.195 1.911 -3.182
C 4.992 2.836 -2.548
C 4.483 3.613 -1.496
C 3.193 3.441 -1.089
C 2.319 2.473 -1.690
O 1.132 2.322 -1.279
N 6.366 3.012 -2.976
O 6.785 2.309 -3.882
O 7.045 3.843 -2.395
H 2.699 0.289 -4.387
H 4.604 1.338 -4.005
H 5.128 4.346 -1.031
H 2.780 4.050 -0.293
Cl -2.281 -0.801 -3.982
C -2.976 -2.193 -3.147
Cl -1.879 -2.775 -1.876
H -3.131 -2.992 -3.861
H -3.898 -1.887 -2.667
S -2.297 3.121 0.957
C -0.918 2.867 1.904
N 0.308 2.783 1.385
C 1.516 2.532 2.153
C 1.172 1.815 3.447
C 0.079 2.591 4.160
N -1.035 2.780 3.247
H 0.407 2.808 0.371
H 2.028 3.476 2.370
H 2.183 1.934 1.531
H 2.057 1.735 4.079
H 0.810 0.813 3.215
H 0.466 3.556 4.507
H -0.283 2.048 5.034
H -1.964 2.939 3.597
C -6.382 0.869 -0.007
C -5.356 0.544 0.864
C -4.120 0.201 0.337
N -3.869 0.162 -0.971
C -4.858 0.498 -1.799
C -6.128 0.850 -1.369
H -7.358 1.147 0.369
H -5.500 0.578 1.936
H -3.283 -0.026 0.987
H -4.612 0.504 -2.856
H -6.891 1.117 -2.087
O -1.436 2.878 -2.365
H -0.477 2.872 -2.204
H -1.801 3.188 -1.523
*
```

Atom charges from the Löwdin analysis, given in e for atoms 1 to 4: Rb 0.8263; C -0.0410; N -0.1327; C -0.0154

Entry 3:
C5H6O | ωB97M-V/def2-TZVPD

- SMILES string = O[C@H]1C=C=CC1
- calculated total energy (eV) = -7325.380
- LUMO energy (spin up / spin down) (eV) = -0.66 / -0.67
- HOMO level (spin up / spin down) (eV) = -8.53 / -8.85
- ΔE to the lowest compared entry with this formula, charge and spin (kJ/mol) = 376.7
- Kohn-Sham gap (spin up / spin down) (eV) = 7.9 / 8.2

ORCA input file:
```
! RIJCOSX wB97M-V def2-TZVPD def2/J DEFGRID3
* xyz 0 1
O 0.551 -0.898 -1.459
C 0.700 0.265 -0.691
C -0.537 1.193 -0.601
C -1.347 0.650 0.319
C -0.726 -0.272 1.081
C 0.772 -0.104 0.858
H -0.209 -1.369 -1.083
H 1.592 0.763 -1.088
H -0.558 2.206 -0.997
H -1.172 -1.146 1.549
H 1.210 0.726 1.427
H 1.366 -1.007 1.041
*
```

Atom charges from the natural (NBO) analysis, given in e for atoms 1 to 4: O -0.6945; C 0.0832; C -0.1899; C -0.0725